Here is one molecule with the formula C6H15NS from the OMol25 dataset. Energies are from ωB97M-V with the def2-TZVPD basis set.

Properties
- HOMO-LUMO gap (eV) = 9.877
- total charge = 0
- SMILES = CCN[C@H](C)CCS
- total energy (Eh) = -690.5287
- ΔE to the lowest compared entry with this formula, charge and spin (kcal/mol) = 7.97
- lowest unoccupied orbital energy (eV) = 1.01
- spin multiplicity = 1

Bonds (Å) are listed after each position.
Atoms and positions in Å:
1 C -1.68 -2.23 1.41  C2 1.535, H9 1.089, H10 1.088, H11 1.092
2 C -0.49 -1.93 0.48  C1 1.535, N3 1.458, H12 1.088, H13 1.090
3 N -0.46 -0.52 0.13  C2 1.458, C4 1.477, H14 1.017
4 C 0.81 -0.02 -0.44  N3 1.477, C5 1.536, C6 1.531, H15 1.099
5 C 2.01 -0.12 0.53  C4 1.536, H16 1.087, H17 1.085, H18 1.095
6 C 0.55 1.47 -0.71  C4 1.531, C7 1.519, H19 1.089, H20 1.095
7 C -0.76 1.83 -1.37  C6 1.519, S8 1.823, H21 1.092, H22 1.083
8 S -1.01 3.64 -1.46  C7 1.823, H23 1.342
9 H -1.36 -2.31 2.45  C1 1.089
10 H -2.19 -3.14 1.12  C1 1.088
11 H -2.41 -1.43 1.33  C1 1.092
12 H -0.46 -2.57 -0.40  C2 1.088
13 H 0.39 -2.17 1.08  C2 1.090
14 H -0.60 0.02 0.99  N3 1.017
15 H 1.00 -0.67 -1.30  C4 1.099
16 H 2.10 0.78 1.13  C5 1.087
17 H 1.95 -0.98 1.18  C5 1.085
18 H 2.93 -0.25 -0.04  C5 1.095
19 H 0.55 1.90 0.29  C6 1.089
20 H 1.38 1.98 -1.21  C6 1.095
21 H -0.85 1.43 -2.38  C7 1.092
22 H -1.60 1.43 -0.80  C7 1.083
23 H 0.18 3.89 -2.02  S8 1.342

Need the Löwdin charges? In units of e they are: C -0.09; C -0.28; N -0.07; C -0.39; C -0.06; C -0.26; C -0.58; S 0.68; H 0.07; H 0.06; H 0.07; H 0.11; H 0.08; H 0.12; H 0.14; H 0.07; H 0.06; H 0.08; H 0.10; H 0.11; H 0.07; H 0.06; H -0.15